One molecule with the formula C10H8N4S. Source: OMol25; level of theory: ωB97M-V with the def2-TZVPD basis set.

As for the relative energy (zero: lowest compared OMol25 entry of this formula, charge and spin): 0.6563 eV. The charge is 0. For the LUMO energy, the calculation gives -0.051 eV.

XYZ file:
```
23
Properties=species:S:1:pos:R:3:forces:R:3
H -2.0771 3.0701 -0.3545 0.2 -0.3 0.0
N -0.0216 3.4167 -0.2917 -0.6 2.9 -0.3
H 1.4132 -0.0169 2.2894 1.3 -0.5 -1.7
C 1.5517 0.0878 -0.0202 -1.2 2.8 0.1
C 1.9379 -0.4246 1.3455 -0.5 1.6 -0.1
C -1.0250 -1.0914 -0.5787 -1.0 0.5 -0.1
H -4.0731 -2.0512 0.3631 0.2 0.2 0.4
C -2.0494 -2.0584 -0.4092 0.4 -1.0 1.4
C 2.9666 0.3258 0.3763 -0.2 -1.5 2.2
N -0.7131 1.3635 -0.1190 2.0 0.3 -0.4
C -1.4033 0.1598 -0.1789 -1.5 0.1 0.9
H 3.2683 1.2476 0.8067 -0.1 1.0 -0.3
C 0.6682 1.4522 -0.0553 2.1 -2.1 -0.6
S -3.0265 0.1251 0.4616 0.6 1.0 0.1
H 0.1081 -2.2270 -2.0011 0.2 0.2 0.2
H -1.7774 -3.1558 -0.4563 -0.9 1.4 -0.4
N 1.0926 2.7138 -0.1838 0.1 -3.4 0.5
H 2.0267 -1.4692 1.2423 0.2 -1.2 0.6
N 1.3208 -0.8979 -1.0272 -0.3 -0.7 -1.0
C -3.1369 -1.5208 0.2213 -0.6 -1.8 -1.1
H 3.8350 -0.2953 0.0958 -1.0 0.2 -0.4
C -1.0637 2.6843 -0.2835 -1.6 -0.5 0.1
C 0.1782 -1.4379 -1.2428 2.4 0.7 -0.1
```
Positions in Å, forces in eV/Å.